{"formula": "C23H14BrCl6MnN3O3", "method": "the ωB97M-V functional and the def2-TZVPD basis", "e_tot_ev": -211188.154, "homo_energy_ev": [-7.2, -7.3], "orbital_gap_ev": [6.2680, 6.3090], "s2": 0.820, "multiplicity": 2, "max_force_ev_per_a": 1.91, "elements": ["Mn", "O", "C", "C", "C", "N", "C", "Br", "C", "H", "H", "H", "H", "Cl", "C", "C", "Cl", "C", "Cl", "C", "O", "C", "O", "C", "Cl", "Cl", "C", "C", "C", "C", "C", "Cl", "C", "N", "H", "H", "H", "N", "C", "C", "C", "C", "C", "C", "H", "H", "H", "H", "H", "H", "H"], "positions_angstrom": [[-0.2699, -0.1492, -0.2037], [2.7007, 2.6360, 4.4443], [2.0934, 2.0502, 3.3961], [2.7896, 1.5171, 2.3114], [2.0579, 0.9473, 1.2962], [0.7189, 0.8633, 1.2929], [0.0690, 1.4013, 2.3338], [-1.8047, 1.3813, 2.3179], [0.7071, 2.0009, 3.4034], [3.6596, 2.6116, 4.3363], [3.8678, 1.5544, 2.2520], [2.5572, 0.5690, 0.4148], [0.1457, 2.4198, 4.2223], [-4.3917, -5.3376, -1.2314], [-3.3344, -4.1794, -0.5115], [-3.0330, -4.2563, 0.8437], [-3.7171, -5.4994, 1.8231], [-2.1708, -3.3184, 1.4216], [-1.7740, -3.3589, 3.1008], [-1.6203, -2.3181, 0.6372], [-0.8004, -1.3742, 1.0971], [-1.9195, -2.2329, -0.7421], [-1.3258, -1.2718, -1.4077], [-2.7841, -3.1687, -1.3029], [-3.1335, -3.0391, -2.9902], [-3.5841, 0.9511, -0.8965], [-2.7267, 1.5626, -2.2577], [-3.4445, 2.0048, -3.3522], [-2.7738, 2.4979, -4.4632], [-1.3829, 2.5418, -4.5015], [-0.6699, 2.0740, -3.4192], [1.0553, 2.1033, -3.4761], [-1.3188, 1.5834, -2.2623], [-0.6061, 1.1167, -1.2256], [-4.5229, 1.9603, -3.3257], [-3.3413, 2.8510, -5.3121], [-0.8556, 2.9229, -5.3628], [1.3143, -1.4383, -0.7626], [1.8622, -1.2561, -2.0773], [1.1080, -1.5265, -3.2096], [1.6643, -1.2921, -4.4563], [2.9477, -0.7836, -4.5857], [3.6903, -0.5076, -3.4483], [3.1492, -0.7468, -2.1954], [0.7813, -2.3021, -0.6804], [2.0760, -1.4992, -0.0925], [0.0915, -1.8826, -3.1075], [1.0751, -1.5034, -5.3384], [3.3656, -0.6016, -5.5657], [4.6940, -0.1134, -3.5321], [3.7359, -0.5464, -1.3060]], "atomic_forces_ev_per_a": [[0.2, 0.7, -0.9], [0.0, 0.0, -0.1], [0.1, 0.0, 0.1], [-0.2, 0.0, 0.0], [-0.1, 0.1, 0.0], [0.0, 0.0, 0.2], [0.2, -0.1, -0.1], [0.0, 0.0, 0.0], [0.1, -0.1, -0.1], [-0.1, 0.0, 0.0], [0.0, 0.0, 0.0], [0.0, 0.0, 0.0], [0.0, 0.0, 0.0], [0.0, 0.0, 0.0], [0.0, 0.0, 0.0], [0.0, 0.0, 0.1], [0.0, -0.1, 0.0], [-0.1, 0.0, -0.1], [0.0, 0.0, 0.0], [-0.1, -0.1, -0.1], [-0.1, 0.4, -0.1], [0.0, -0.3, 0.3], [0.0, 0.1, -0.1], [0.0, 0.0, 0.0], [0.0, 0.0, 0.0], [0.0, 0.0, 0.1], [0.1, 0.1, -0.3], [0.1, 0.1, -0.1], [0.1, 0.0, 0.0], [-0.3, 0.0, 0.1], [-0.2, 0.0, 0.2], [0.1, 0.0, 0.1], [-0.1, -0.2, -0.7], [0.5, -0.8, 1.6], [0.0, 0.0, 0.0], [0.0, 0.0, 0.0], [0.0, 0.0, 0.0], [-0.3, 0.1, 0.3], [0.2, 0.2, -0.2], [0.0, 0.0, 0.0], [-0.1, 0.0, -0.1], [0.0, 0.0, 0.0], [0.0, 0.0, 0.0], [-0.1, -0.1, 0.0], [0.0, 0.0, -0.2], [-0.2, 0.0, 0.1], [0.0, 0.0, 0.0], [0.0, 0.0, 0.0], [0.0, 0.0, 0.0], [0.0, 0.0, 0.0], [0.0, 0.0, 0.0]], "lowdin_spin": [0.67, 0.00, 0.00, 0.00, 0.00, 0.00, 0.00, 0.00, 0.00, 0.00, 0.00, 0.00, 0.00, 0.00, 0.00, 0.00, 0.00, 0.00, 0.00, 0.00, 0.03, 0.00, 0.01, 0.00, 0.00, 0.01, 0.04, -0.01, 0.05, -0.01, 0.04, 0.01, 0.01, 0.15, 0.00, 0.00, 0.00, 0.00, 0.00, 0.00, 0.00, 0.00, 0.00, 0.00, 0.00, 0.00, 0.00, 0.00, 0.00, 0.00, 0.00]}